The following is a DFT calculation (ωB97M-V with the def2-TZVPD basis set) of C18H20N2O3S2 in the gas phase in a non-equilibrium geometry.

Geometry (Å):
C -1.8631 1.8760 2.7411
H -2.6172 2.2852 1.9250
H -2.0033 2.3122 3.5415
H -2.1701 0.8540 2.7507
C -0.6876 2.1718 2.2284
C -0.0326 3.5842 2.5750
C -0.7703 4.6297 2.2793
C -0.3383 6.0492 2.1458
C 0.9143 6.2933 2.7642
C 1.6708 5.0822 3.2115
C 1.4343 3.9257 3.0052
H 1.8905 3.1565 3.3077
H 2.4662 5.2785 3.6626
H 1.3926 7.1957 2.9223
H -0.9808 6.8647 1.8285
H -1.6754 4.4995 1.7397
H 0.0703 1.4030 2.9500
C -0.2534 1.7611 0.8952
N -0.5432 0.3862 0.3429
S 0.4604 -0.7980 1.2722
O 1.5314 -0.1160 1.6197
O -0.2829 -1.4942 2.2377
C 0.8222 -1.7744 -0.2532
C -0.0058 -2.8596 -0.3967
C 0.0992 -3.4603 -1.9034
C 1.1872 -3.3856 -2.5480
C 1.8457 -2.3132 -2.1019
C 1.8866 -1.4429 -1.1747
H 2.4351 -0.6461 -0.6582
H 2.8541 -2.1319 -2.7682
S 1.7739 -4.3505 -3.8876
C 0.1652 -4.4419 -4.9769
C -1.0106 -4.1630 -4.2728
C -1.4803 -5.0642 -3.0309
O -2.1468 -6.0080 -3.1075
N -0.5754 -4.7063 -1.9932
H -1.1804 -5.1563 -1.2326
H -1.7024 -4.3718 -4.8042
H -0.9733 -3.0816 -3.9100
H 0.6189 -3.7897 -5.6970
H 0.2469 -5.7258 -5.1479
H -0.7590 -3.0476 0.3601
H -1.5867 0.2633 0.7861
H 0.6995 1.8842 0.6492
H -0.8264 2.5732 0.1236

The spin multiplicity is 1. The HOMO energy is -0.324 hartree. The value obtained for the energy relative to the best compared isomer or geometry (same formula, charge and spin) is 15.7529 eV.

=====

The following is a DFT calculation (ωB97M-V with the def2-TZVPD basis set) of C18H20N2O4 in the gas phase.

Geometry (Å):
C -2.4390 -0.8853 2.6258
H -1.6551 -0.8967 3.3819
O -1.7994 -0.5462 1.4184
C -2.5164 -0.6184 0.2643
C -3.9015 -0.7155 0.1981
C -4.5463 -0.7072 -1.0271
C -3.8253 -0.6053 -2.2020
C -2.4440 -0.5347 -2.1495
C -1.7857 -0.5462 -0.9322
N -0.3663 -0.5240 -0.8951
C 0.3014 -1.5922 -0.3472
O -0.2902 -2.5656 0.0773
C 1.7717 -1.4812 -0.3833
C 2.5502 -2.4224 0.2802
C 3.9280 -2.3616 0.2172
C 4.5347 -1.3585 -0.5266
C 3.7753 -0.4173 -1.1926
C 2.3848 -0.4593 -1.1200
N 1.5924 0.4209 -1.8280
H 2.0630 1.2561 -2.1496
C 0.2919 0.6976 -1.2855
H -0.3139 1.1974 -2.0541
C 0.3846 1.7043 -0.0876
O 0.5665 2.9581 -0.6742
C 0.5907 4.0294 0.2485
H 0.7246 4.9321 -0.3425
H 1.4190 3.9205 0.9533
H -0.3544 4.0843 0.8016
O 1.4702 1.4093 0.7532
C 1.1491 0.8265 1.9965
H 2.1020 0.6545 2.4930
H 0.6246 -0.1239 1.8717
H 0.5319 1.5011 2.6012
H -0.5604 1.6765 0.4882
H 4.2505 0.3652 -1.7665
H 5.6125 -1.3082 -0.5829
H 4.5301 -3.0905 0.7379
H 2.0445 -3.1964 0.8377
H -1.8607 -0.4888 -3.0569
H -4.3313 -0.5984 -3.1548
H -5.6231 -0.7805 -1.0564
H -4.4873 -0.7902 1.1006
H -3.1965 -0.1434 2.9023
H -2.8974 -1.8757 2.5657

The spin multiplicity is 1. The HOMO energy is -0.289 hartree. The value obtained for the energy relative to the best compared isomer or geometry (same formula, charge and spin) is 1.9185 eV.

=====

The following is a DFT calculation (ωB97M-V with the def2-TZVPD basis set) of C18H20N2O5S in the gas phase.

Geometry (Å):
C -4.2568 -2.1414 0.6750
H -4.4540 -1.1969 0.1622
O -3.0420 -2.0922 1.3906
C -1.8898 -1.8872 0.7172
C -1.7801 -1.7787 -0.6675
C -0.5419 -1.5465 -1.2420
C 0.5823 -1.4310 -0.4505
C 0.4899 -1.5602 0.9245
C -0.7375 -1.7856 1.5058
H -0.8415 -1.8754 2.5749
H 1.3755 -1.4664 1.5307
S 2.1539 -1.0451 -1.2126
O 2.8825 -2.2493 -1.4793
O 1.8870 -0.1524 -2.3189
N 2.9430 -0.2058 -0.0346
C 4.1407 -0.6841 0.6319
C 4.9897 0.5721 0.8244
H 5.5861 0.7628 -0.0684
H 5.6529 0.4932 1.6828
C 3.9327 1.6639 0.9924
H 3.5130 1.6474 1.9996
H 4.3112 2.6615 0.7814
C 2.8401 1.2472 0.0101
H 3.0092 1.6628 -0.9926
C 1.4150 1.5697 0.4835
O 1.1414 1.7562 1.6493
N 0.5381 1.5592 -0.5482
C -0.8612 1.5405 -0.5057
C -1.5344 1.4737 -1.7223
C -2.9126 1.4051 -1.7586
C -3.6398 1.3934 -0.5747
C -2.9695 1.4695 0.6415
C -1.5922 1.5496 0.6785
H -1.0771 1.6099 1.6217
H -3.5455 1.4620 1.5528
O -5.0018 1.2884 -0.5643
H -5.3383 1.3323 -1.4674
H -3.4271 1.3540 -2.7093
H -0.9693 1.4649 -2.6423
H 0.9253 1.3092 -1.4560
H 3.8719 -1.1228 1.6012
H 4.6128 -1.4512 0.0174
H -0.4404 -1.4425 -2.3106
H -2.6475 -1.8576 -1.3022
H -5.0285 -2.3111 1.4238
H -4.2655 -2.9649 -0.0453

The spin multiplicity is 1. The HOMO energy is -0.299 hartree. The value obtained for the energy relative to the best compared isomer or geometry (same formula, charge and spin) is 0.6169 eV.

=====

The following is a DFT calculation (ωB97M-V with the def2-TZVPD basis set) of C18H20N2O6 in the gas phase in a non-equilibrium geometry.

Geometry (Å):
C -1.6912 1.7037 -3.7685
H -2.7174 2.0490 -3.8855
O -1.6279 0.4696 -4.4410
C -0.4609 -0.2326 -4.4160
C 0.7183 0.2320 -3.8427
C 1.8531 -0.5705 -3.8512
C 1.8145 -1.8280 -4.4453
C 0.6429 -2.2739 -5.0257
C -0.4932 -1.4898 -5.0153
H -1.4164 -1.8265 -5.4576
H 0.6143 -3.2486 -5.4884
H 2.7071 -2.4310 -4.4369
O 3.0555 -0.2087 -3.3068
C 3.1768 1.0516 -2.7127
C 2.2701 1.2928 -1.5029
O 1.9568 2.4120 -1.1506
O 1.9346 0.1558 -0.9411
N 1.2142 0.0031 0.2541
C 0.1756 0.6846 0.5605
N -0.4496 1.6551 -0.1650
H -1.1443 2.1900 0.3328
H 0.1464 2.2124 -0.7692
C -0.4452 0.2851 1.8396
C -1.8061 0.4188 2.0593
C -2.3586 0.0463 3.2765
C -1.5648 -0.4578 4.2925
C -0.1739 -0.6087 4.0695
C 0.3624 -0.2390 2.8524
H 1.4130 -0.3446 2.6455
O 0.5319 -1.1182 5.1112
C 1.9141 -1.3228 4.9409
H 2.4402 -0.3804 4.7580
H 2.1192 -2.0173 4.1205
H 2.2626 -1.7544 5.8777
O -2.0053 -0.8379 5.5182
C -3.3770 -0.7224 5.8055
H -3.7159 0.3171 5.7449
H -3.9828 -1.3419 5.1361
H -3.4928 -1.0789 6.8277
H -3.4222 0.1530 3.4171
H -2.4623 0.7788 1.2813
H 3.0036 1.8678 -3.4287
H 4.2134 1.1119 -2.3647
H 0.7466 1.2109 -3.3929
H -1.4661 1.5907 -2.7026
H -1.0134 2.4420 -4.2104

The spin multiplicity is 1. The HOMO energy is -0.301 hartree. The value obtained for the energy relative to the best compared isomer or geometry (same formula, charge and spin) is 3.7244 eV.

=====

Number 1: E_tot -49769.1003 eV, E_LUMO 0.152 eV, frontier orbital gap 8.971 eV. Number 2: E_tot -30160.4678 eV, E_LUMO 0.733 eV, frontier orbital gap 8.598 eV. Number 3: E_tot -43043.6365 eV, E_LUMO 0.542 eV, frontier orbital gap 8.673 eV. Number 4: E_tot -34252.9672 eV, E_LUMO 0.651 eV, frontier orbital gap 8.830 eV.